Entry from the Open Molecules 2025 dataset: a structure of composition C44H48N8O2Sb2Y (wB97M-V/def2-TZVPD).

The value obtained for the strongest force on any atom is 0.699 eV Å⁻¹. The HOMO-LUMO gap comes out at 7.456 eV. The total charge is +1.

```
105
Properties=species:S:1:pos:R:3:forces:R:3
Y -0.091 1.497 0.165 -0.2 -0.4 -0.5
C -2.798 4.344 2.404 0.0 0.0 0.0
C -2.572 4.065 3.754 0.0 0.0 0.0
C -1.450 3.358 4.109 0.0 0.1 -0.1
C -0.552 2.926 3.116 0.0 0.0 0.2
N -0.817 3.129 1.814 0.1 -0.1 -0.1
C -1.909 3.847 1.484 0.0 0.0 0.1
N 0.600 2.347 3.596 0.1 -0.1 -0.1
C 1.592 1.883 2.919 0.1 0.0 0.0
N 1.741 1.628 1.565 0.1 0.3 0.0
C 3.025 1.150 1.356 0.0 0.0 0.0
N 3.637 0.797 0.282 -0.1 0.1 0.1
C 3.159 0.847 -1.009 0.2 0.0 0.0
C 4.127 0.540 -1.988 -0.1 0.0 0.0
C 3.795 0.530 -3.317 0.0 0.0 0.0
C 2.477 0.822 -3.678 0.0 0.0 0.0
C 1.592 1.108 -2.671 0.0 0.0 0.0
N 1.895 1.137 -1.358 0.0 0.0 0.2
C 3.719 1.054 2.658 0.1 -0.1 0.0
C 4.993 0.625 2.984 -0.1 0.0 0.0
C 5.339 0.644 4.328 0.0 0.0 0.1
C 4.440 1.084 5.303 0.0 0.0 0.0
C 3.167 1.523 4.963 0.0 0.0 -0.1
C 2.833 1.493 3.621 0.0 0.0 0.1
H -3.649 4.924 2.078 0.0 0.0 0.0
H -3.260 4.414 4.513 0.0 0.0 0.0
H -1.204 3.142 5.137 0.0 0.0 0.0
H -2.060 4.011 0.425 0.0 0.0 0.0
H 5.124 0.313 -1.642 0.0 0.0 0.0
H 4.540 0.295 -4.066 0.0 0.0 0.0
H 2.134 0.823 -4.703 0.0 0.0 0.0
H 0.561 1.312 -2.930 0.0 0.0 0.0
H 5.682 0.290 2.222 0.0 0.0 0.0
H 6.322 0.313 4.634 0.0 0.0 0.0
H 4.749 1.083 6.340 0.0 0.0 0.0
H 2.464 1.874 5.706 0.0 0.0 0.0
C -1.722 5.457 -2.016 -0.1 0.1 0.0
Sb -0.550 3.691 -2.180 0.2 0.0 0.1
C 1.028 4.430 -3.409 0.0 0.0 -0.1
C -1.829 2.721 -3.633 -0.2 0.1 -0.1
C -1.205 1.760 -4.599 0.0 0.0 0.0
C -0.547 2.294 -5.710 0.0 0.0 0.0
C 0.052 1.494 -6.667 0.0 0.0 0.0
C -0.013 0.115 -6.532 0.0 0.0 0.0
C -0.677 -0.430 -5.449 0.0 0.0 0.0
C -1.277 0.361 -4.466 0.0 0.0 0.0
C -1.997 -0.340 -3.354 -0.2 0.0 -0.1
Sb -0.828 -1.090 -1.698 0.1 0.1 0.1
C 0.281 -2.575 -2.759 0.0 -0.1 -0.1
C -2.398 -2.314 -0.950 -0.1 -0.1 0.0
H -2.731 5.213 -1.684 0.0 0.0 0.0
H -1.781 5.937 -2.992 0.0 0.0 0.0
H -1.273 6.146 -1.303 0.0 0.0 0.0
H 1.087 3.863 -4.336 0.0 0.0 0.0
H 1.973 4.325 -2.881 0.0 0.0 0.0
H 0.860 5.480 -3.641 0.0 0.0 0.0
H -2.272 3.551 -4.187 0.0 0.0 0.0
H -2.620 2.264 -3.042 0.0 0.0 0.0
H -0.527 3.371 -5.832 0.0 0.0 0.0
H 0.540 1.945 -7.520 0.0 0.0 0.0
H 0.428 -0.530 -7.280 0.0 0.0 0.0
H -0.756 -1.508 -5.366 0.0 0.0 0.0
H -2.486 -1.233 -3.750 0.0 0.0 0.0
H -2.772 0.275 -2.900 0.0 0.0 0.0
H -0.379 -3.357 -3.132 0.0 0.0 0.0
H 1.030 -3.016 -2.105 0.0 0.0 0.0
H 0.792 -2.107 -3.599 0.0 0.0 0.0
H -2.782 -2.931 -1.761 0.0 0.0 0.0
H -3.202 -1.685 -0.570 0.0 0.0 0.0
H -2.037 -2.956 -0.146 0.0 0.0 0.0
C -1.281 -5.940 -0.913 0.0 0.0 -0.1
C -0.863 -5.570 0.481 0.0 0.0 0.1
C 0.346 -4.933 0.732 0.0 0.0 0.0
C 0.756 -4.634 2.023 0.0 -0.1 0.0
C -0.066 -4.946 3.097 0.0 -0.1 0.0
N 0.318 -4.682 4.437 0.0 0.1 0.0
C 1.126 -3.664 4.887 -0.2 0.0 0.1
O 1.799 -3.755 5.889 0.0 0.0 -0.1
N 1.112 -2.490 4.138 0.1 0.0 0.0
C 0.033 -1.941 3.440 0.0 0.1 -0.1
C -1.299 -2.276 3.658 0.0 0.0 0.0
C -2.276 -1.633 2.920 0.0 0.0 0.0
C -1.912 -0.659 2.009 0.0 0.1 0.0
N -0.634 -0.322 1.802 0.0 0.1 0.0
C 0.311 -0.965 2.490 -0.1 -0.1 0.1
C -1.289 -5.568 2.862 0.0 0.0 0.0
C -1.673 -5.884 1.571 0.0 0.0 0.0
H -0.546 -5.609 -1.646 0.0 0.0 0.0
H -2.242 -5.490 -1.170 0.0 0.0 0.0
H -1.392 -7.020 -1.016 0.0 0.0 0.0
H 1.006 -4.702 -0.096 0.0 0.0 0.0
H 1.721 -4.177 2.197 0.0 0.0 0.0
H 0.266 -5.443 5.096 0.0 0.0 0.0
H 1.822 -1.841 4.448 0.0 0.0 0.0
H -1.567 -3.020 4.395 0.0 0.0 0.0
H -3.320 -1.872 3.065 0.0 0.0 0.0
H -2.643 -0.122 1.419 0.0 0.0 0.0
H 1.339 -0.690 2.294 0.0 0.0 0.0
H -1.933 -5.814 3.698 0.0 0.0 0.0
H -2.618 -6.386 1.407 0.0 0.0 0.0
C -3.462 1.656 -0.453 -0.1 0.0 0.0
O -2.098 1.389 -0.479 0.0 0.2 0.3
H -3.848 1.759 0.571 0.0 0.0 0.0
H -4.041 0.859 -0.940 0.0 0.0 0.0
H -3.710 2.593 -0.976 0.0 0.0 0.0
```
Positions in Å, forces in eV/Å.

Atomic partial charges in e from the Mulliken method, atoms 1 to 8: Y 0.73; C -1.01; C -0.45; C -0.66; C 0.37; N 0.00; C -0.37; N -0.43



Entry from the Open Molecules 2025 dataset: a cluster of 5 separate species, C44H49Br4F5O10 in total in a non-equilibrium geometry (wB97M-V/def2-TZVPD).

The value obtained for the strongest force on any atom is 2.961 eV Å⁻¹. The HOMO-LUMO gap comes out at 7.755 eV. The total charge is 0.

```
112
Properties=species:S:1:pos:R:3:forces:R:3
C -2.393 5.972 -4.648 0.5 -0.1 0.9
C -1.486 5.622 -3.423 -0.7 -1.2 0.4
Br -0.037 6.809 -2.842 -1.3 -0.6 -0.9
C -1.716 4.469 -2.728 0.4 0.5 0.0
Br -0.570 4.091 -1.157 -1.1 -0.1 -0.8
C -2.807 3.438 -3.033 -1.3 -1.3 -0.4
C -4.224 3.827 -3.143 -0.2 -2.0 -0.1
C -5.289 2.840 -3.395 2.0 -1.1 -0.1
C -4.985 1.406 -3.583 1.9 1.9 0.4
C -3.582 1.016 -3.467 0.7 1.3 0.6
C -2.505 1.997 -3.203 -1.4 0.7 0.1
C -1.032 1.460 -3.079 -1.4 -0.9 0.3
O -0.066 2.036 -3.506 -0.4 -0.3 0.2
C -0.945 0.060 -2.362 0.0 -0.6 0.4
C 0.164 -0.208 -1.473 -1.8 -2.3 -0.2
C 0.161 -1.519 -0.790 -1.2 0.8 -1.3
C -0.907 -2.516 -0.985 0.1 2.1 -1.0
C -0.778 -3.818 -0.149 1.3 -0.3 1.5
F -0.071 -4.802 -0.863 -1.3 1.0 0.6
F -2.022 -4.326 0.278 1.2 0.5 -1.1
C 0.037 -3.635 1.187 1.0 0.8 2.3
C 1.160 -4.475 1.577 -0.8 1.7 1.5
C 1.826 -4.217 2.874 -0.9 0.8 -0.4
C 1.454 -3.144 3.775 -1.9 0.2 -2.2
C 0.312 -2.296 3.375 0.8 -2.1 -0.6
C -0.128 -1.134 4.302 0.2 0.6 -1.4
F 0.254 0.058 3.678 -0.6 -1.2 1.0
F -1.503 -1.073 4.436 1.9 -0.1 0.3
F 0.487 -1.127 5.522 -1.1 -0.2 -1.3
C -0.369 -2.568 2.128 0.7 -0.7 -0.2
C -2.017 -2.234 -1.945 1.8 0.7 0.3
C -3.157 -3.254 -2.246 -1.0 1.4 -0.4
Br -2.534 -5.074 -2.702 -0.4 0.8 0.1
C -4.339 -3.255 -1.153 1.1 0.0 0.1
C -4.286 -1.978 -0.231 -0.5 -0.7 -1.0
Br -6.065 -3.232 -2.158 0.6 -0.2 0.5
C -2.017 -0.929 -2.629 1.6 -0.4 1.3
C -3.080 -0.464 -3.648 -0.7 1.4 0.0
O -3.516 -1.085 -4.590 0.4 -0.3 0.8
H -3.373 6.365 -4.251 1.1 0.0 -0.6
H -1.853 6.710 -5.296 -0.8 -0.8 0.6
H -2.634 5.006 -5.164 0.3 0.9 0.3
H -4.574 4.880 -3.014 0.7 -1.0 0.0
H -6.363 3.154 -3.458 1.3 -0.2 0.1
H -5.775 0.650 -3.805 0.9 0.8 0.3
H 1.001 0.507 -1.272 -1.1 -0.7 -0.4
H 1.033 -1.694 -0.112 -1.1 -0.1 -0.6
H 1.511 -5.316 0.942 -0.4 0.8 0.5
H 2.665 -4.882 3.184 -0.8 0.6 -0.4
H 1.938 -2.909 4.746 -0.2 -0.6 -1.0
H -1.238 -1.937 1.804 0.9 -0.6 0.6
H -3.658 -2.889 -3.186 0.8 -0.6 0.9
H -4.273 -4.221 -0.590 -0.4 1.0 -0.5
H -4.257 -1.087 -0.922 0.1 -0.7 1.0
H -5.235 -1.925 0.359 1.0 -0.1 -0.3
H -3.369 -2.065 0.403 -0.9 0.4 -0.4
C 3.393 -1.585 9.953 0.0 0.1 -0.1
C 3.824 -3.003 9.640 0.1 0.3 0.2
O 3.297 -3.436 8.378 -0.2 -0.5 -0.1
C 3.863 -3.174 7.191 0.1 0.3 -0.2
C 4.974 -2.160 7.116 0.6 -0.2 0.2
O 3.434 -3.697 6.192 -0.1 0.0 0.4
H 3.770 -0.876 9.214 0.1 0.0 0.1
H 3.757 -1.282 10.937 0.0 0.0 0.0
H 2.305 -1.507 9.940 0.0 -0.1 0.1
H 4.907 -3.133 9.675 0.0 0.0 -0.1
H 3.410 -3.677 10.390 0.0 -0.1 -0.2
H 4.554 -1.195 6.827 0.0 -0.1 0.0
H 5.686 -2.485 6.358 -0.2 0.1 -0.1
H 5.536 -2.048 8.040 -0.1 0.1 0.0
C 2.433 -7.226 11.319 -0.1 0.1 0.2
C 3.886 -7.498 10.987 -0.3 -0.1 0.1
O 4.715 -6.383 11.337 0.3 0.2 -0.4
C 5.210 -6.156 12.568 -0.1 0.1 0.4
C 4.680 -6.955 13.731 0.2 -0.6 0.0
O 6.014 -5.277 12.738 -0.2 -0.1 -0.4
H 2.286 -7.072 12.389 0.0 -0.1 0.0
H 1.804 -8.060 11.003 0.0 0.0 0.0
H 2.093 -6.318 10.818 0.0 -0.1 -0.1
H 4.257 -8.419 11.443 0.0 0.1 0.1
H 3.989 -7.625 9.909 0.2 0.2 0.1
H 3.900 -6.379 14.231 0.0 0.0 0.0
H 5.498 -7.133 14.427 -0.1 0.3 0.0
H 4.289 -7.932 13.457 -0.2 0.1 0.0
C 0.086 7.567 -10.128 0.2 0.4 0.1
C -1.186 7.209 -9.395 0.0 0.2 -0.5
O -1.004 7.274 -7.974 -0.2 -0.4 0.4
C -1.096 8.387 -7.234 0.3 0.3 -0.1
C -1.148 9.728 -7.916 -0.5 0.2 -0.2
O -1.067 8.300 -6.030 0.1 0.1 -0.4
H 0.398 8.593 -9.919 -0.2 0.1 -0.1
H -0.052 7.462 -11.206 0.0 0.0 0.1
H 0.900 6.919 -9.813 -0.1 -0.1 -0.1
H -2.040 7.816 -9.707 0.1 0.2 0.1
H -1.445 6.176 -9.618 0.1 0.1 0.2
H -0.144 10.152 -7.942 0.0 0.0 0.0
H -1.801 10.383 -7.339 0.2 0.0 0.1
H -1.555 9.697 -8.924 0.2 -0.1 -0.1
C 0.082 0.767 -7.957 -0.2 0.0 -0.1
C 1.065 1.862 -7.596 -0.2 -0.2 0.1
O 1.109 2.875 -8.610 0.5 0.2 -0.2
C 0.246 3.899 -8.692 -0.3 0.0 -0.1
C -1.000 3.876 -7.846 0.0 0.2 0.6
O 0.439 4.788 -9.487 0.3 -0.8 0.2
H -0.936 1.150 -8.039 0.0 0.0 0.1
H 0.094 -0.023 -7.204 0.0 0.0 0.0
H 0.336 0.334 -8.927 0.1 0.0 0.1
H 0.866 2.300 -6.616 -0.1 0.0 -0.1
H 2.070 1.440 -7.546 0.0 0.2 -0.2
H -1.826 3.482 -8.440 0.0 0.0 0.0
H -1.228 4.898 -7.541 0.0 0.0 -0.2
H -0.903 3.296 -6.930 -0.1 -0.2 -0.1
```
Positions in Å, forces in eV/Å.

Atomic partial charges in e from the Mulliken method, atoms 1 to 8: C -0.17; C 0.30; Br -0.15; C -0.45; Br -0.17; C 0.44; C -0.36; C -0.71



Question: Look up the strongest force on any atom of the second one.
Answer: 2.961 eV Å⁻¹